94
Properties=species:S:1:pos:R:3:forces:R:3:mulliken_charge:R:1 method="wB97M-V/def2-TZVPD" charge=+1 spin_multiplicity=2 s2=0.7583 total_energy_ha=-2546.62204 orbital_gap_ev="7.7195 / 7.9486"
Ti 0.04990 -0.00637 0.17695 -0.0463 0.6136 -1.4419 -0.827
C 0.14144 -1.92651 5.25142 -0.0165 0.0184 0.1375 -1.660
C 1.11822 -1.53200 4.13952 -0.0188 0.1114 -0.0179 1.466
C 2.37513 -2.40267 4.23259 0.0928 -0.0202 0.1194 -1.462
C 1.45128 -0.04036 4.17235 0.1302 -0.1172 0.1917 0.781
C 2.28272 0.42591 5.19050 -0.0047 -0.0249 -0.0083 -0.517
C 2.68405 1.74610 5.24002 -0.0096 0.0427 -0.0255 -1.644
C 2.27497 2.62008 4.24511 0.0319 0.0312 -0.0183 -1.153
C 1.44659 2.21064 3.20659 0.0293 0.0385 0.0367 0.249
C 1.08567 3.24631 2.15416 0.0924 0.0187 0.1240 0.144
C 1.56386 2.85925 0.76102 -0.0605 -0.0809 0.0531 -1.550
C -0.39204 3.63726 2.18872 -0.0795 -0.0229 -0.0866 -1.165
C 1.01036 0.87998 3.21096 -0.3865 -0.1721 -0.5659 -0.780
N 0.10146 0.36374 2.18949 0.7802 0.3222 0.9859 2.158
C -1.04428 -0.05786 2.62160 -0.4662 -0.2672 0.3421 -1.132
C -1.81725 -0.97569 1.87028 0.3447 0.1683 -0.0460 0.635
C -2.96457 -1.66940 2.21833 -0.2222 -0.0618 0.0603 -1.812
C -3.14247 -2.63847 1.23484 0.1325 -0.0668 -0.1627 -0.845
C -2.08065 -2.50866 0.31653 -0.3231 -0.0939 0.1009 -0.841
N -1.27710 -1.48430 0.67897 -0.3593 -0.1948 0.5239 1.879
C -1.86894 -3.37288 -0.90483 -0.0882 0.0417 0.0634 2.725
C -0.44794 -3.23862 -1.44097 0.1569 -0.1090 -0.0659 -1.601
C -2.88884 -2.95227 -1.97798 -0.0501 -0.0087 0.0022 -1.791
C -2.11829 -4.83956 -0.53010 0.0067 -0.1114 -0.1274 -1.931
H -0.10611 -2.98834 5.18246 0.0294 0.0499 0.0007 0.435
H -0.79401 -1.36227 5.22418 0.0595 0.0065 -0.0776 0.296
H 0.59128 -1.75030 6.23318 -0.0196 -0.0204 -0.0638 0.387
H 0.65322 -1.75960 3.18283 -0.0629 -0.0324 -0.1108 -0.410
H 2.85443 -2.30761 5.21057 -0.0362 -0.0276 -0.0688 0.387
H 3.11646 -2.14830 3.47379 -0.0464 0.0174 0.0116 0.194
H 2.10802 -3.45366 4.10081 -0.0009 0.0553 0.0123 0.469
H 2.62955 -0.26717 5.94842 -0.0254 0.0455 -0.0335 0.387
H 3.32855 2.09581 6.03691 -0.0276 -0.0281 -0.0206 0.391
H 2.60704 3.65239 4.26233 0.0065 -0.0508 0.0347 0.462
H 1.65842 4.13524 2.42428 -0.0229 0.0588 0.0576 0.884
H 0.95539 2.04659 0.37584 -0.1661 -0.0801 -0.1802 0.538
H 2.59220 2.49991 0.75365 0.0523 0.0860 0.0455 0.456
H 1.45532 3.67807 0.04909 0.0081 0.0618 0.0613 0.595
H -1.03541 2.80223 1.90318 0.0506 0.0041 0.0054 -0.228
H -0.58842 4.45918 1.49411 0.0261 -0.0241 0.0264 0.449
H -0.68134 3.96411 3.18876 0.0156 -0.0049 -0.0202 0.449
H -1.37692 0.24312 3.61410 -0.1218 -0.0897 0.0255 0.618
H -3.56208 -1.50814 3.10499 0.0294 -0.0154 -0.0603 0.698
H -3.91294 -3.39404 1.20548 0.0373 0.0508 -0.0007 0.515
H -0.09853 -2.20895 -1.45738 -0.0860 0.1137 0.0130 -0.131
H -0.39444 -3.61971 -2.46371 0.0208 -0.0661 0.0567 0.430
H 0.26642 -3.79448 -0.83056 -0.0427 0.0118 0.0162 0.490
H -2.78802 -1.89548 -2.24107 0.0228 -0.0356 -0.0122 0.326
H -3.91210 -3.11023 -1.62598 0.0680 -0.0113 -0.0097 0.368
H -2.74682 -3.53930 -2.88857 -0.0274 0.0169 0.0333 0.446
H -1.46020 -5.15512 0.28141 -0.0149 0.0351 -0.0210 0.420
H -1.92088 -5.47902 -1.39492 -0.0050 0.0379 0.0401 0.457
H -3.15023 -5.01547 -0.22332 0.0247 0.0367 -0.0026 0.367
C 0.74149 1.85052 -2.34605 -0.0375 -0.1235 0.0107 -1.242
N 0.36940 0.43282 -2.19091 0.1159 -0.3221 0.1594 0.942
C -0.78073 0.14499 -3.05792 0.0699 0.0420 0.0861 -1.101
C 1.52502 -0.40382 -2.60210 -0.1799 0.0857 -0.0389 -1.675
C 2.52224 -0.50584 -1.48735 0.1280 -0.0718 0.1670 1.073
C 3.88213 -0.59828 -1.75045 0.0384 -0.0631 0.0797 -0.946
C 4.77966 -0.75994 -0.69946 -0.0098 0.0071 -0.0107 -0.825
C 4.31838 -0.82342 0.60962 0.0550 -0.0183 -0.1085 -0.771
C 2.95843 -0.71428 0.86429 0.0097 -0.0102 -0.0499 0.424
C 2.03258 -0.55652 -0.17067 0.0150 0.1639 -0.1248 0.617
H 0.87080 2.08039 -3.40716 0.0164 0.0760 -0.0472 0.465
H 1.67870 2.03920 -1.82927 0.0591 0.0042 0.0029 0.392
H -0.03413 2.48606 -1.92580 -0.0365 0.0377 -0.0224 0.068
H -0.53873 0.35020 -4.10453 -0.0032 0.0196 -0.0757 0.423
H -1.62570 0.76486 -2.76573 -0.0173 0.0317 -0.0188 0.125
H -1.05546 -0.90218 -2.96170 -0.0115 -0.0179 -0.0408 0.254
H 1.96810 -0.01442 -3.52457 0.0335 0.0647 -0.0285 0.468
H 1.13399 -1.39249 -2.83668 0.0389 -0.1039 -0.0502 0.501
H 4.24354 -0.55123 -2.77281 0.0138 0.0085 0.0491 0.477
H 5.84094 -0.83092 -0.90418 -0.0304 0.0042 0.0028 0.394
H 5.01486 -0.94598 1.43006 0.0217 0.0020 -0.0300 0.511
H 2.62395 -0.73932 1.89403 -0.0030 0.0209 -0.0145 0.041
O -1.52570 1.31014 -0.28497 0.4891 0.1023 0.1138 -0.156
C -2.77194 1.47600 -0.30126 0.0280 -0.3207 0.0837 0.383
C -3.34617 2.84497 -0.11782 -0.1105 -0.0008 -0.0517 -1.405
C -4.10614 2.99360 1.21390 0.1126 -0.0859 0.0269 -0.361
C -5.51781 2.41234 1.18958 -0.0421 0.0611 -0.1440 -0.993
C -5.58336 0.90554 0.95050 0.1367 -0.0676 0.1282 -0.357
C -5.03830 0.46819 -0.40232 0.2332 -0.0424 -0.1150 -0.915
N -3.56717 0.43576 -0.46145 -0.3426 0.0784 0.0295 0.717
H -4.01871 3.06368 -0.95325 -0.0096 0.0245 0.0195 0.589
H -2.50848 3.53372 -0.17402 0.0267 0.0739 0.0436 0.432
H -4.15020 4.05689 1.45056 -0.0612 0.0066 -0.0223 0.453
H -3.52266 2.53078 2.01837 -0.0102 0.0025 -0.0412 0.185
H -6.08789 2.91957 0.40177 -0.0021 -0.0169 0.0369 0.331
H -6.01988 2.65374 2.12756 0.0297 -0.0331 0.0221 0.415
H -6.61750 0.56504 1.02576 -0.0187 0.0624 -0.0296 0.376
H -5.02199 0.37331 1.72641 -0.0573 0.0193 -0.0042 0.159
H -5.41227 1.11146 -1.20140 0.0004 0.0494 -0.0144 0.439
H -5.35782 -0.54280 -0.64344 -0.0250 -0.0427 0.0580 0.443
H -3.11157 -0.47236 -0.46757 -0.0745 0.0358 0.0308 -0.821